(1)
{
  "formula": "C36H37AsN3OP2Se6V",
  "method": "ωB97M-V/def2-TZVPD",
  "max_force_ev_per_a": 1.89,
  "homo_ev": [-3.551, -3.830],
  "lumo_ev": [2.08, 2.08],
  "charge": -1,
  "s_squared": 3.767,
  "spin_multiplicity": 4,
  "species": ["V", "Se", "P", "C", "C", "C", "C", "C", "C", "C", "C", "C", "C", "C", "C", "C", "C", "N", "N", "N", "P", "Se", "C", "C", "C", "C", "C", "C", "C", "C", "C", "C", "C", "C", "H", "H", "H", "H", "H", "H", "H", "H", "H", "H", "H", "H", "H", "H", "H", "H", "H", "H", "H", "H", "Se", "Se", "Se", "Se", "C", "As", "C", "C", "C", "C", "C", "C", "C", "C", "H", "H", "H", "H", "H", "H", "H", "H", "H", "H", "H", "H", "H", "C", "O", "H", "H", "H", "H"],
  "xyz": [[-1.48, 1.50, -2.85], [-1.82, 2.61, 4.01], [-0.61, 1.19, 3.06], [-1.00, -0.55, 3.44], [-1.75, -0.87, 4.55], [-2.05, -2.19, 4.84], [-1.59, -3.20, 4.01], [-0.83, -2.89, 2.88], [-0.54, -1.56, 2.60], [1.10, 1.38, 3.70], [1.58, 2.67, 3.94], [2.82, 2.86, 4.52], [3.60, 1.77, 4.88], [3.12, 0.49, 4.68], [1.87, 0.29, 4.10], [-0.79, 1.15, 1.24], [-0.27, 1.38, -0.04], [-1.31, 1.15, -0.89], [-2.38, 0.83, -0.19], [-2.10, 0.83, 1.08], [1.30, 1.62, -0.92], [1.05, 1.31, -3.03], [1.97, 3.26, -0.58], [2.40, 3.62, 0.69], [2.88, 4.90, 0.93], [2.93, 5.83, -0.11], [2.48, 5.47, -1.37], [2.00, 4.20, -1.61], [2.44, 0.36, -0.25], [2.69, 0.24, 1.12], [3.50, -0.77, 1.61], [4.07, -1.68, 0.74], [3.84, -1.58, -0.62], [3.03, -0.57, -1.11], [-2.12, -0.06, 5.18], [-2.65, -2.44, 5.71], [-1.83, -4.24, 4.22], [-0.48, -3.67, 2.22], [0.03, -1.32, 1.71], [0.95, 3.52, 3.69], [3.18, 3.87, 4.69], [4.57, 1.92, 5.34], [3.70, -0.37, 4.99], [1.51, -0.72, 3.95], [2.37, 2.92, 1.50], [3.22, 5.17, 1.92], [3.29, 6.83, 0.08], [2.49, 6.20, -2.17], [1.63, 3.93, -2.59], [2.24, 0.94, 1.82], [3.68, -0.83, 2.68], [4.70, -2.48, 1.13], [4.28, -2.29, -1.30], [2.83, -0.49, -2.17], [-1.76, 1.66, -5.37], [-2.15, 3.94, -5.73], [-0.71, 4.92, -4.18], [-1.47, 3.95, -2.21], [-3.58, -1.81, -2.82], [-1.81, -1.02, -2.99], [-1.23, -1.89, -4.63], [-0.81, -2.06, -1.62], [-0.98, -3.54, -1.67], [-0.18, -4.33, -2.48], [-0.37, -5.70, -2.55], [-1.37, -6.31, -1.81], [-2.18, -5.53, -0.99], [-1.98, -4.16, -0.92], [-3.54, -2.89, -2.90], [-4.20, -1.40, -3.61], [-4.02, -1.52, -1.86], [-1.40, -2.97, -4.62], [-0.17, -1.69, -4.79], [-1.78, -1.43, -5.45], [-1.13, -1.65, -0.66], [0.24, -1.77, -1.77], [0.61, -3.87, -3.06], [0.27, -6.30, -3.19], [-1.52, -7.38, -1.87], [-2.96, -5.99, -0.40], [-2.61, -3.56, -0.27], [-4.67, 2.33, -3.15], [-3.74, 1.43, -2.56], [-4.55, 3.33, -2.75], [-5.69, 1.97, -2.98], [-4.46, 2.34, -4.22], [-3.81, 1.43, -1.59]],
  "mulliken_charge": [0.57, -0.41, 0.33, 0.26, -0.77, -0.62, -0.68, -1.00, 0.26, 0.58, -0.50, -0.74, -0.74, -0.43, -0.28, 0.11, 0.36, 0.99, -0.75, -0.72, 0.93, -0.67, 0.40, 0.23, -0.76, -0.53, -0.91, -0.57, 0.29, 1.32, -0.75, -0.85, -0.82, -0.50, 0.36, 0.40, 0.39, 0.54, 0.50, 0.37, 0.44, 0.42, 0.53, 0.57, 0.01, 0.45, 0.38, 0.41, 0.43, -0.79, 0.27, 0.41, 0.42, 0.47, -0.35, -0.27, -0.15, -0.47, -1.39, 1.15, -1.36, -0.06, 0.05, -0.18, -0.76, -0.42, -0.81, -0.17, 0.45, 0.39, 0.31, 0.42, 0.30, 0.47, -0.19, 0.10, 0.44, 0.39, 0.39, 0.40, 0.49, -0.72, -0.06, 0.25, 0.24, 0.20, 0.26]
}


(2)
{
  "formula": "F2H8HfO4",
  "method": "ωB97M-V/def2-TZVPD",
  "max_force_ev_per_a": 12.22,
  "homo_ev": -17.092,
  "lumo_ev": -12.75,
  "charge": 2,
  "species": ["Hf", "F", "F", "O", "H", "H", "O", "H", "H", "O", "H", "H", "O", "H", "H"],
  "xyz": [[-34.91, 19.17, 8.75], [-33.29, 20.34, 7.80], [-33.13, 18.80, 10.03], [-32.15, 22.79, 7.03], [-32.41, 22.04, 7.58], [-32.44, 22.55, 6.14], [-35.79, 21.16, 7.50], [-36.32, 21.83, 7.95], [-35.64, 21.51, 6.61], [-33.47, 17.73, 7.46], [-32.58, 17.95, 7.06], [-33.76, 16.92, 7.01], [-31.12, 18.74, 6.45], [-31.44, 19.60, 6.74], [-30.95, 18.84, 5.51]],
  "mulliken_charge": [2.15, -0.34, -0.40, -0.58, 0.35, 0.29, -0.52, 0.38, 0.34, -0.49, 0.40, 0.39, -0.70, 0.35, 0.37]
}


(3)
{
  "formula": "C41H49FeN2O6Se",
  "method": "ωB97M-V/def2-TZVPD",
  "max_force_ev_per_a": 0.85,
  "homo_ev": [0.734, -1.894],
  "lumo_ev": [4.11, 4.11],
  "charge": -2,
  "s_squared": 8.771,
  "spin_multiplicity": 6,
  "species": ["Fe", "C", "C", "C", "C", "C", "C", "C", "Se", "C", "C", "C", "C", "C", "C", "O", "C", "C", "C", "C", "C", "C", "C", "C", "C", "O", "C", "C", "C", "C", "C", "C", "H", "H", "H", "H", "H", "H", "H", "H", "H", "H", "H", "H", "H", "H", "H", "H", "H", "H", "H", "H", "H", "H", "H", "H", "H", "H", "H", "H", "H", "H", "H", "H", "H", "H", "H", "H", "H", "H", "H", "H", "O", "C", "O", "C", "C", "C", "C", "C", "N", "C", "O", "O", "H", "H", "H", "H", "N", "C", "C", "C", "C", "C", "C", "H", "H", "H", "H", "H"],
  "xyz": [[2.22, -1.15, -0.87], [-2.38, 5.19, -1.06], [-0.93, 5.25, -1.56], [-0.91, 5.95, -2.93], [-0.13, 6.11, -0.58], [-0.36, 3.84, -1.68], [0.72, 3.38, -0.94], [1.19, 2.08, -1.08], [2.59, 1.45, 0.04], [1.53, 1.06, 1.59], [1.49, 1.98, 2.62], [0.72, 1.75, 3.76], [0.03, 0.54, 3.80], [0.06, -0.42, 2.79], [0.78, -0.15, 1.59], [0.75, -0.94, 0.58], [-0.74, -1.72, 3.03], [-2.23, -1.39, 3.16], [-0.25, -2.38, 4.33], [-0.59, -2.78, 1.92], [0.66, 2.81, 4.87], [0.10, 4.12, 4.30], [-0.24, 2.37, 6.02], [2.06, 3.07, 5.43], [0.63, 1.16, -1.99], [1.11, -0.03, -2.17], [-0.53, 1.61, -2.71], [-0.96, 2.91, -2.55], [-1.31, 0.60, -3.56], [-1.86, -0.49, -2.63], [-2.50, 1.25, -4.27], [-0.42, -0.04, -4.64], [-2.81, 6.19, -0.96], [-3.01, 4.62, -1.76], [-2.43, 4.69, -0.09], [-1.31, 6.97, -2.85], [0.11, 6.01, -3.31], [-1.51, 5.41, -3.67], [-0.56, 7.12, -0.54], [-0.16, 5.69, 0.43], [0.91, 6.19, -0.89], [1.22, 4.02, -0.22], [2.08, 2.88, 2.52], [-0.56, 0.32, 4.68], [-2.43, -0.69, 3.98], [-2.60, -0.93, 2.23], [-2.81, -2.31, 3.34], [-0.40, -1.73, 5.20], [-0.79, -3.31, 4.51], [0.82, -2.61, 4.26], [-0.98, -2.43, 0.97], [0.45, -3.06, 1.76], [-1.15, -3.67, 2.23], [-0.89, 3.96, 3.88], [0.04, 4.89, 5.08], [0.74, 4.51, 3.50], [-1.27, 2.18, 5.68], [0.13, 1.45, 6.49], [-0.27, 3.15, 6.78], [2.74, 3.41, 4.65], [2.03, 3.83, 6.22], [2.48, 2.15, 5.85], [-1.83, 3.23, -3.10], [-2.52, -0.04, -1.88], [-2.44, -1.23, -3.20], [-1.05, -1.00, -2.11], [-3.23, 1.66, -3.56], [-2.19, 2.05, -4.95], [-3.02, 0.48, -4.87], [0.44, -0.53, -4.18], [-1.00, -0.77, -5.21], [-0.06, 0.73, -5.33], [2.37, -4.25, -4.02], [1.98, -3.31, -3.10], [2.67, -2.29, -2.93], [1.71, -4.21, -1.07], [2.02, -5.58, -0.88], [2.90, -5.92, 0.12], [3.52, -4.92, 0.88], [3.22, -3.60, 0.58], [2.31, -3.25, -0.32], [3.97, -2.41, 1.18], [4.66, -2.60, 2.19], [3.84, -1.34, 0.51], [3.21, -3.91, -4.36], [1.56, -6.33, -1.52], [3.12, -6.97, 0.30], [4.25, -5.13, 1.65], [1.00, -3.75, -2.20], [-0.28, -4.15, -2.57], [-1.11, -4.81, -1.66], [-2.39, -5.19, -2.05], [-2.86, -4.95, -3.33], [-2.02, -4.31, -4.24], [-0.75, -3.91, -3.87], [-0.76, -4.98, -0.65], [-3.03, -5.68, -1.32], [-3.85, -5.26, -3.63], [-2.37, -4.09, -5.24], [-0.10, -3.38, -4.57]],
  "mulliken_charge": [0.48, -1.61, 2.07, -1.70, -2.16, -0.56, -0.15, -0.20, 0.11, -0.38, -0.40, -0.29, -0.39, -0.57, 0.43, 0.41, 2.63, -1.81, -1.86, -2.34, 2.28, -1.68, -2.18, -1.77, 0.84, -0.79, -0.62, -0.28, 2.86, -1.28, -2.49, -1.67, 0.47, 0.30, 0.33, 0.46, 0.36, 0.30, 0.44, 0.32, 0.39, 0.34, 0.39, 0.14, 0.31, 0.31, 0.47, 0.33, 0.48, 0.39, 0.30, 0.30, 0.57, 0.34, 0.45, 0.34, 0.37, 0.39, 0.44, 0.33, 0.45, 0.36, 0.27, 0.26, 0.43, 0.00, 0.35, 0.40, 0.49, 0.13, 0.46, 0.34, -0.45, -0.41, -0.47, -0.45, -0.59, -0.60, -0.52, -0.05, 0.59, 0.18, -0.80, -0.64, 0.42, 0.47, 0.38, 0.53, 1.32, 0.92, -0.70, -0.67, -0.53, -0.59, -0.38, 0.36, 0.38, 0.36, 0.36, 0.37]
}


(4)
{
  "formula": "C14H27B3F4O14Tl",
  "method": "ωB97M-V/def2-TZVPD",
  "max_force_ev_per_a": 3.09,
  "homo_ev": -5.424,
  "lumo_ev": -2.63,
  "charge": -1,
  "species": ["Tl", "B", "H", "H", "H", "H", "B", "H", "H", "H", "H", "B", "H", "H", "H", "H", "C", "C", "O", "O", "H", "H", "H", "C", "C", "O", "C", "O", "O", "F", "H", "H", "H", "C", "C", "O", "C", "O", "O", "F", "H", "H", "H", "C", "C", "O", "C", "O", "O", "F", "H", "H", "H", "C", "C", "O", "C", "O", "O", "F", "H", "H", "H"],
  "xyz": [[-11.74, 15.04, 0.87], [-16.42, 10.97, -3.49], [-15.32, 10.89, -3.17], [-16.72, 12.08, -3.70], [-16.69, 10.28, -4.39], [-17.08, 10.64, -2.58], [-14.42, 12.90, 1.33], [-14.52, 12.13, 2.20], [-13.91, 13.88, 1.66], [-13.77, 12.43, 0.48], [-15.44, 13.09, 0.79], [-13.90, 15.55, -1.02], [-12.97, 15.19, -1.62], [-13.63, 16.56, -0.50], [-14.84, 15.66, -1.68], [-14.17, 14.74, -0.22], [-10.32, 12.34, -2.90], [-11.67, 12.42, -2.23], [-11.72, 12.87, -1.04], [-12.73, 12.12, -2.77], [-9.69, 11.61, -2.40], [-9.81, 13.30, -2.94], [-10.37, 12.06, -3.96], [-5.90, 8.32, 0.72], [-6.93, 7.21, 0.64], [-7.80, 7.62, -0.39], [-7.55, 8.96, -0.67], [-8.24, 9.58, -1.38], [-6.48, 9.40, 0.03], [-7.60, 7.11, 1.83], [-4.92, 8.03, 0.34], [-5.67, 8.62, 1.75], [-6.57, 6.21, 0.41], [-13.23, 8.91, -4.00], [-12.81, 9.51, -5.37], [-12.33, 8.39, -6.12], [-12.58, 7.26, -5.42], [-12.32, 6.15, -5.76], [-13.21, 7.51, -4.27], [-11.75, 10.31, -5.05], [-14.22, 9.29, -3.75], [-12.44, 9.14, -3.31], [-13.54, 10.05, -5.96], [-6.55, 13.90, -2.41], [-6.16, 13.04, -1.20], [-7.15, 13.28, -0.20], [-8.02, 14.14, -0.69], [-8.95, 14.61, -0.09], [-7.86, 14.34, -1.99], [-4.92, 13.42, -0.77], [-6.69, 13.35, -3.34], [-5.89, 14.76, -2.49], [-6.13, 11.98, -1.44], [-9.81, 16.46, -5.97], [-9.82, 15.56, -4.75], [-9.05, 14.42, -5.09], [-9.00, 14.40, -6.46], [-8.55, 13.49, -7.08], [-9.58, 15.49, -6.99], [-11.11, 15.14, -4.57], [-9.02, 17.22, -5.99], [-10.78, 16.95, -6.05], [-9.53, 16.18, -3.90]],
  "mulliken_charge": [0.60, 0.25, -0.35, -0.17, -0.18, -0.09, 0.57, -0.17, -0.38, -0.18, -0.07, 0.74, -0.36, -0.29, -0.16, -0.27, -0.14, 0.64, -0.49, -0.52, 0.31, -0.39, 0.24, -0.37, 0.28, -0.33, 0.59, -0.43, -0.29, -0.29, 0.28, 0.28, 0.25, 0.05, 0.34, -0.33, 0.59, -0.56, -0.37, -0.27, 0.01, 0.17, 0.28, -0.38, 0.48, -0.29, 0.66, -0.53, -0.24, -0.35, 0.28, 0.24, 0.18, -0.53, 0.48, -0.26, 0.52, -0.52, -0.34, -0.31, 0.31, 0.34, 0.26]
}


(5)
{
  "formula": "C18H20N2O3S2",
  "method": "ωB97M-V/def2-TZVPD",
  "max_force_ev_per_a": 0.98,
  "homo_ev": -8.764,
  "lumo_ev": 0.24,
  "species": ["C", "C", "C", "C", "C", "C", "C", "C", "N", "S", "O", "O", "C", "C", "C", "C", "C", "C", "N", "C", "O", "C", "C", "S", "C", "H", "H", "H", "H", "H", "H", "H", "H", "H", "H", "H", "H", "H", "H", "H", "H", "H", "H", "H", "H"],
  "xyz": [[-5.14, -2.35, 0.32], [-3.78, -1.82, -0.04], [-3.20, -2.13, -1.26], [-1.96, -1.64, -1.60], [-1.27, -0.83, -0.71], [-1.83, -0.50, 0.52], [-1.11, 0.42, 1.46], [-1.73, 1.83, 1.42], [-1.71, 2.45, 0.11], [-0.42, 3.39, -0.33], [-0.04, 4.15, 0.83], [-0.80, 4.06, -1.53], [0.91, 2.25, -0.72], [0.95, 1.67, -1.98], [1.94, 0.74, -2.25], [2.87, 0.40, -1.27], [2.85, 1.03, -0.02], [1.84, 1.96, 0.25], [3.82, 0.77, 0.94], [4.67, -0.29, 1.02], [5.55, -0.34, 1.84], [4.38, -1.42, 0.05], [3.17, -2.23, 0.52], [4.12, -0.78, -1.64], [-3.08, -1.00, 0.84], [-5.90, -1.86, -0.29], [-5.19, -3.42, 0.13], [-5.37, -2.16, 1.36], [-3.74, -2.77, -1.95], [-1.51, -1.90, -2.55], [-0.29, -0.45, -0.98], [-0.06, 0.48, 1.20], [-1.20, 0.05, 2.49], [-2.78, 1.78, 1.75], [-1.19, 2.51, 2.07], [-2.08, 1.89, -0.64], [0.22, 1.95, -2.71], [2.00, 0.26, -3.21], [1.79, 2.47, 1.19], [3.92, 1.47, 1.67], [5.26, -2.06, -0.01], [3.36, -2.63, 1.51], [2.27, -1.62, 0.56], [2.99, -3.06, -0.16], [-3.52, -0.75, 1.80]],
  "mulliken_charge": [-1.47, 0.75, -0.52, -0.85, 0.33, -0.39, 0.08, -1.04, -0.21, 1.30, -0.69, -0.73, 0.07, -0.74, -0.69, 0.73, 0.33, -1.04, -0.10, 0.26, -0.63, 0.19, -0.94, -0.22, -0.47, 0.30, 0.37, 0.37, 0.41, 0.44, 0.43, -0.54, 0.61, 0.40, 0.44, 0.32, 0.50, 0.46, 0.44, 0.23, 0.40, 0.37, 0.03, 0.34, 0.35]
}


(6)
{
  "formula": "C4H6O2",
  "method": "ωB97M-V/def2-TZVPD",
  "max_force_ev_per_a": 0.59,
  "homo_ev": -9.760,
  "lumo_ev": 0.89,
  "species": ["O", "C", "C", "C", "C", "O", "H", "H", "H", "H", "H", "H"],
  "xyz": [[-0.94, -0.40, -1.57], [-1.31, -0.74, -0.47], [-0.45, -0.47, 0.76], [0.42, 0.75, 0.46], [1.34, 0.44, -0.71], [1.93, -0.61, -0.78], [-2.31, -1.19, -0.33], [0.18, -1.34, 0.98], [-1.10, -0.32, 1.64], [-0.23, 1.59, 0.19], [1.04, 1.06, 1.31], [1.44, 1.22, -1.48]],
  "mulliken_charge": [-0.46, 0.10, -0.60, -0.55, 0.11, -0.50, 0.37, 0.28, 0.34, 0.28, 0.32, 0.32]
}


Q: Which ΔE to the lowest compared entry with this formula, charge and spin values were calculated for the entries above? A: 13.76 0.00 0.00 26.50 0.77 24.86, in kcal/mol.